Arrangement A

C4H10N2S | ωB97M-V/def2-TZVPD

Bonds (Å) are listed after each position.
CARTESIAN COORDINATES (ANGSTROEM)
1 C -0.6490 1.7677 1.7531  C2 1.323, H8 1.098, H9 1.072
2 C -0.9524 1.2409 0.5785  C1 1.323, S7 1.868, H10 1.152
3 C 1.5361 -0.4656 -1.4823  C4 1.475, H11 1.126, H12 1.068, H13 1.095
4 C 1.1923 -0.5401 -0.0499  C3 1.475, S7 1.944, H14 1.088, H15 1.093
5 N -1.1203 -1.3709 1.3750  S7 1.584, H16 1.046
6 N -1.4855 -0.6643 -1.2567  S7 1.527, H17 1.001
7 S -0.7478 -0.5463 0.0749  C2 1.868, C4 1.944, N5 1.584, N6 1.527
8 H -1.1688 2.7101 1.9709  C1 1.098
9 H 0.0754 1.6071 2.5266  C1 1.072
10 H -1.7081 1.7478 -0.1271  C2 1.152
11 H 1.0455 -1.2922 -2.0693  C3 1.126
12 H 0.9198 0.3338 -1.8302  C3 1.068
13 H 2.6142 -0.4871 -1.6708  C3 1.095
14 H 1.5984 0.2893 0.5253  C4 1.088
15 H 1.4416 -1.3925 0.5879  C4 1.093
16 H -1.6907 -2.2209 1.1611  N5 1.046
17 H -0.9007 -0.7168 -2.0669  N6 1.001

Properties
- SMILES = C=CS(=N)(=N)CC
- E_HOMO (eV) = -8.8
- spin multiplicity = 1
- LUMO energy (eV) = 0.8283

Arrangement B

C4H10N2S | ωB97M-V/def2-TZVPD

Bonds (Å) are listed after each position.
CARTESIAN COORDINATES (ANGSTROEM)
1 C -0.5548 0.7543 -0.4675  C2 1.720, C3 1.534, H7 1.144, N15 1.367
2 C -1.8187 -0.2241 0.1673  C1 1.720, H8 1.162, H9 1.252, N16 1.482
3 C 0.1990 -0.5796 -0.5510  C1 1.534, C4 1.553, H11 1.109, N16 1.343
4 C 1.4118 -0.9286 0.3546  C3 1.553, H12 1.164, H13 1.215, S17 1.872
5 H -0.7097 2.5340 0.2489  N15 1.064
6 H 0.1517 1.5952 1.1513  N15 1.044
7 H -0.8103 0.9425 -1.5668  C1 1.144
8 H -2.7726 -0.2510 -0.4965  C2 1.162
9 H -2.3397 0.1233 1.2517  C2 1.252
10 H -0.7447 -2.1779 0.2869  N16 0.990
11 H 0.3878 -0.7810 -1.6250  C3 1.109
12 H 1.0708 -0.8420 1.4643  C4 1.164
13 H 2.0033 -1.9891 0.3949  C4 1.215
14 H 2.3796 1.2840 -0.4551  S17 1.412
15 N 0.0653 1.8135 0.1345  C1 1.367, H5 1.064, H6 1.044
16 N -0.8638 -1.3067 -0.1688  C2 1.482, C3 1.343, H10 0.990
17 S 2.9451 0.0333 -0.1238  C4 1.872, H14 1.412

Properties
- SMILES = N[C@@H]1CN[C@@H]1CS
- E_HOMO (eV) = -8.4
- spin multiplicity = 1
- LUMO energy (eV) = 0.8715

The data favor arrangement B; the next most stable structure lies 140.8 kJ/mol above it.